Molecular formula: BeCl
Method: DFT, wB97M-V/def2-TZVPD

XYZ file:
```
2
Properties=species:S:1:pos:R:3:mulliken_charge:R:1
Be 0.7864 -0.8965 -0.6709 1.08
Cl -0.7864 0.8965 0.6709 -0.08
```

Calculated values
Multiplicity: 1
Molar mass, g mol⁻¹: 44.47
Frontier orbital gap, Eh: 0.22277
HOMO, eV: -16.429
Net charge: +1

---

Molecular formula: C22H25NO6
Method: DFT, wB97M-V/def2-TZVPD

XYZ file:
```
54
Properties=species:S:1:pos:R:3:mulliken_charge:R:1
C -0.2982 -3.1870 1.8380 -0.99
O -0.6870 -1.8746 2.1617 -0.42
C 0.2530 -1.0195 2.6564 0.80
C -0.1973 0.2631 2.9715 -0.46
C 0.6743 1.2058 3.4729 0.11
C 2.0163 0.9003 3.6823 0.06
C 2.9754 1.9552 4.1578 -1.15
C 3.7047 2.5877 2.9584 -0.86
N 2.7639 3.0465 1.9670 -0.04
C 2.4202 4.3361 1.8045 0.51
O 2.9897 5.2734 2.3188 -0.68
C 1.2400 4.5404 0.8490 -0.37
O 0.5075 3.3431 0.6449 -0.26
C 0.4205 2.8606 -0.6191 0.39
O 0.8949 3.4225 -1.5771 -0.65
C -0.3035 1.5916 -0.6327 -0.76
C -0.5570 0.9744 -1.7981 -0.10
C -1.2558 -0.2706 -1.9996 0.25
C -1.7255 -1.0682 -0.9551 -0.77
C -2.3877 -2.2405 -1.2347 -0.88
C -2.6173 -2.6773 -2.5406 0.48
O -3.2812 -3.8571 -2.6165 -0.47
C -3.6451 -4.4333 -3.8517 -0.75
C -2.1475 -1.8805 -3.6064 1.10
O -2.3732 -2.3114 -4.8899 -0.42
C -1.9409 -1.5081 -5.9601 -0.95
C -1.4803 -0.7041 -3.3117 -0.17
C 2.4550 -0.3771 3.3683 -0.77
C 1.5914 -1.3335 2.8609 -0.53
H -1.2021 -3.6872 1.4956 0.20
H 0.4443 -3.1979 1.0336 0.37
H 0.0983 -3.7151 2.7109 0.45
H -1.2407 0.4946 2.8217 0.38
H 0.3083 2.1947 3.7071 0.30
H 3.7183 1.5256 4.8311 0.45
H 2.4323 2.7369 4.6906 0.32
H 4.2872 3.4535 3.2785 0.46
H 4.3691 1.8515 2.4957 0.38
H 2.1455 2.3456 1.5834 0.14
H 1.6183 4.9069 -0.1137 0.33
H 0.5728 5.2946 1.2757 0.30
H -0.6080 1.2095 0.3282 0.28
H -0.2027 1.4725 -2.6936 0.41
H -1.5701 -0.7820 0.0714 0.38
H -2.7617 -2.8652 -0.4393 0.51
H -4.3068 -3.7795 -4.4228 0.28
H -4.1760 -5.3485 -3.5899 0.29
H -2.7705 -4.6795 -4.4566 0.27
H -2.4166 -0.5225 -5.9433 0.36
H -2.2468 -2.0392 -6.8604 0.25
H -0.8527 -1.3901 -5.9637 0.35
H -1.1146 -0.0836 -4.1143 0.44
H 3.4923 -0.6377 3.5239 0.41
H 1.9735 -2.3155 2.6309 0.46
```

Calculated values
Multiplicity: 1
Molar mass, g mol⁻¹: 399.44
SMILES: COc1ccc(CCNC(=O)COC(=O)/C=C/c2ccc(OC)c(OC)c2)cc1
Frontier orbital gap, Eh: 0.29608
HOMO, eV: -8.076

---

Molecular formula: C29H36BN7V
Method: DFT, wB97M-V/def2-TZVPD

XYZ file:
```
74
Properties=species:S:1:pos:R:3:lowdin_spin:R:1
V -0.1367 -0.3119 0.3839 2.70
C -0.8731 1.0150 -2.6922 0.00
C -1.1725 2.4493 -2.2612 0.00
C -2.6758 2.7448 -2.2675 0.00
C -0.5378 2.8005 -0.9449 0.01
C -0.2946 4.0906 -0.4358 0.00
C 0.4497 3.8893 0.7084 0.01
N 0.6202 2.5650 0.8652 0.01
N 0.0041 1.8946 -0.1354 0.01
B 1.5539 1.8337 1.8560 0.01
N 0.7532 0.9952 2.8650 0.01
C 0.7404 1.1704 4.1934 0.01
C -0.0235 0.1690 4.7481 0.00
C -0.4558 -0.6141 3.6643 0.02
N 0.0090 -0.0953 2.5196 0.01
C -1.1956 -1.9166 3.8207 0.00
C -2.4502 -2.0526 2.9637 0.00
C -0.2405 -3.0925 3.5850 0.00
N 2.4920 0.9217 1.0466 0.01
C 3.8066 1.1028 0.8287 0.01
C 4.2173 0.1915 -0.1210 0.00
C 3.0579 -0.5324 -0.4575 0.01
N 2.0257 -0.0798 0.2543 0.01
C 2.9158 -1.6073 -1.4936 0.00
C 3.1727 -1.0338 -2.8905 0.00
C 3.8541 -2.7814 -1.2123 0.00
H -1.2785 0.8277 -3.6900 0.00
H -1.3418 0.2971 -2.0172 0.00
H 0.2027 0.8224 -2.7122 0.00
H -0.7104 3.1152 -2.9937 0.00
H -3.2152 2.0402 -1.6280 0.00
H -3.0750 2.6551 -3.2812 0.00
H -2.8791 3.7559 -1.9086 0.00
H -0.5861 5.0340 -0.8723 0.00
H 0.8916 4.5892 1.4010 0.00
H 2.1962 2.6526 2.4572 0.00
H 1.2878 1.9850 4.6448 0.00
H -0.2324 -0.0024 5.7926 0.00
H -1.5042 -1.9426 4.8676 0.00
H -2.1756 -2.2210 1.9263 0.00
H -3.0783 -1.1618 3.0274 0.00
H -3.0357 -2.9128 3.2997 0.00
H 0.0665 -3.1177 2.5383 0.00
H -0.7338 -4.0395 3.8225 0.00
H 0.6507 -2.9991 4.2088 0.00
H 4.3516 1.8651 1.3646 0.00
H 5.2123 0.0635 -0.5191 0.00
H 1.8880 -1.9635 -1.4488 0.00
H 4.1938 -0.6492 -2.9688 0.00
H 2.4873 -0.2130 -3.1131 0.00
H 3.0412 -1.8076 -3.6517 0.00
H 4.8990 -2.4580 -1.2398 0.00
H 3.7219 -3.5643 -1.9633 0.00
H 3.6623 -3.2133 -0.2272 0.00
C -4.4209 0.6241 0.3352 0.00
C -4.9286 -0.4520 -0.3813 0.02
C -4.0816 -1.4707 -0.7785 0.00
C -2.7266 -1.4174 -0.4442 0.02
N -2.2395 -0.3311 0.1945 0.01
C -3.0624 0.6485 0.5788 0.02
C -1.7602 -2.5187 -0.6580 0.01
C -2.1558 -3.7103 -1.2792 0.00
C -1.2813 -4.7806 -1.3430 0.02
C -0.0163 -4.6627 -0.7752 0.00
C 0.3727 -3.4666 -0.1896 0.02
C -0.4623 -2.3418 -0.1151 0.01
H -5.0550 1.4316 0.6776 0.00
H -5.9849 -0.5009 -0.6214 0.00
H -4.4756 -2.3170 -1.3206 0.00
H -2.5982 1.4835 1.0912 0.00
H -3.1456 -3.8198 -1.7103 0.00
H -1.5849 -5.7057 -1.8198 0.00
H 0.6662 -5.5075 -0.7979 0.00
H 1.3745 -3.4053 0.2322 0.00
```

Calculated values
Multiplicity: 4
Molar mass, g mol⁻¹: 544.41
Frontier orbital gap (alpha / beta), Eh: 0.26183 / 0.30976
HOMO (alpha / beta), eV: -6.715 / -8.171
⟨S²⟩: 3.76